No. 1
This record from the Open Molecules 2025 dataset describes a 5-piece molecular cluster, H10O5 overall in a non-equilibrium geometry. The level of theory is ωB97M-V/def2-TZVPD.

CARTESIAN COORDINATES (ANGSTROEM)
O -2.062 0.865 -2.754
H -2.304 1.749 -2.478
H -2.762 0.599 -3.350
O 2.164 -0.232 0.768
H 2.844 -0.902 0.691
H 2.603 0.585 0.532
O -2.752 -1.069 -0.809
H -2.924 -0.565 -1.604
H -1.885 -0.779 -0.524
O 2.497 -0.229 3.436
H 2.376 0.721 3.444
H 2.404 -0.474 2.515
O -0.426 -0.109 0.195
H -0.177 0.121 -0.700
H 0.405 -0.281 0.638

Energy relative to the best compared isomer or geometry (same formula, charge and spin) (kcal per mole): 30.3
Total charge: 0
HOMO-LUMO gap (eV): 10.12
Calculated total energy (eV): -10399.536

How positive or negative is each atom? The natural (NBO) charges in e answer that:
1 O -0.94
2 H 0.48
3 H 0.47
4 O -0.95
5 H 0.49
6 H 0.49
7 O -0.97
8 H 0.46
9 H 0.48
10 O -0.95
11 H 0.46
12 H 0.47
13 O -0.96
14 H 0.47
15 H 0.50

---

No. 2
This record from the Open Molecules 2025 dataset describes a 9-piece molecular cluster, C21H60O9 overall in a non-equilibrium geometry. The level of theory is ωB97M-V/def2-TZVPD.

CARTESIAN COORDINATES (ANGSTROEM)
C 14.722 16.783 8.728
C 14.801 15.991 10.004
C 15.292 16.880 11.154
O 13.502 15.568 10.365
H 15.684 17.239 8.557
H 14.056 17.636 8.843
H 14.439 16.199 7.822
H 15.454 15.093 9.850
H 15.561 16.246 11.992
H 14.544 17.527 11.532
H 16.198 17.359 10.865
H 13.712 15.006 11.098
C 16.620 7.457 12.894
C 16.410 6.391 11.832
C 14.912 6.227 11.489
O 17.231 6.681 10.757
H 16.160 7.170 13.853
H 16.301 8.434 12.521
H 17.713 7.514 13.013
H 16.811 5.395 12.262
H 14.477 7.044 10.964
H 14.317 6.225 12.391
H 14.703 5.301 10.894
H 17.061 6.089 10.069
C 17.450 12.124 10.735
C 17.564 12.558 9.306
C 18.961 12.278 8.709
O 16.460 11.983 8.503
H 18.309 12.406 11.303
H 17.500 11.028 10.846
H 16.556 12.480 11.217
H 17.291 13.630 9.194
H 18.902 12.590 7.671
H 19.230 11.247 8.789
H 19.715 12.941 9.177
H 16.687 11.003 8.353
C 10.084 8.641 8.266
C 11.118 9.842 8.264
C 10.512 11.223 7.955
O 11.697 9.857 9.544
H 9.431 8.688 9.190
H 10.600 7.698 8.140
H 9.499 8.627 7.392
H 11.894 9.601 7.550
H 11.351 11.953 7.948
H 9.803 11.488 8.759
H 9.976 11.283 7.033
H 11.537 10.678 10.021
C 18.372 6.939 7.628
C 17.999 8.412 7.247
C 17.366 8.581 5.905
O 17.179 9.052 8.229
H 17.494 6.246 7.639
H 18.826 6.921 8.617
H 18.998 6.482 6.900
H 18.882 9.013 7.186
H 16.353 8.127 5.853
H 17.940 8.196 5.098
H 17.236 9.649 5.714
H 17.246 8.593 9.056
C 12.935 12.577 14.783
C 12.096 12.767 16.020
C 12.529 13.899 16.905
O 10.744 13.084 15.603
H 12.547 11.750 14.130
H 14.027 12.262 14.882
H 12.948 13.441 14.165
H 12.101 11.822 16.617
H 12.322 14.855 16.464
H 13.622 13.875 17.057
H 12.052 13.920 17.892
H 10.541 12.615 14.796
C 9.167 11.598 12.424
O 10.483 11.886 13.032
H 8.513 11.496 13.259
H 8.833 12.405 11.739
H 9.257 10.624 11.865
H 11.063 11.938 12.260
C 10.893 14.886 7.739
O 11.178 14.466 9.089
H 10.760 15.952 7.779
H 11.755 14.620 7.154
H 9.948 14.497 7.257
H 11.886 14.974 9.385
C 13.693 12.043 10.543
O 12.392 12.450 10.758
H 13.779 11.537 9.618
H 14.392 12.954 10.403
H 14.061 11.503 11.427
H 12.120 13.083 10.078

Energy relative to the best compared isomer or geometry (same formula, charge and spin) (kcal per mole): 55.8
Total charge: 0
HOMO-LUMO gap (eV): 9.97
Calculated total energy (eV): -41175.142

How positive or negative is each atom? The Mulliken charges in e answer that:
1 C -1.63
2 C 1.73
3 C -1.54
4 O -0.54
5 H 0.45
6 H 0.39
7 H 0.32
8 H -0.59
9 H 0.40
10 H 0.35
11 H 0.45
12 H 0.07
13 C -1.23
14 C 0.60
15 C -1.38
16 O -0.44
17 H 0.40
18 H 0.19
19 H 0.33
20 H 0.14
21 H 0.38
22 H 0.41
23 H 0.35
24 H 0.23
25 C -0.95
26 C 0.90
27 C -1.56
28 O -0.43
29 H 0.48
30 H 0.13
31 H 0.16
32 H -0.05
33 H 0.38
34 H 0.27
35 H 0.43
36 H 0.29
37 C -1.38
38 C 0.53
39 C -1.09
40 O -0.40
41 H 0.22
42 H 0.37
43 H 0.42
44 H 0.25
45 H 0.14
46 H 0.26
47 H 0.48
48 H 0.18
49 C -1.42
50 C 0.84
51 C -1.48
52 O -0.30
53 H 0.25
54 H 0.37
55 H 0.45
56 H 0.09
57 H 0.31
58 H 0.40
59 H 0.35
60 H 0.12
61 C -1.18
62 C 0.74
63 C -1.46
64 O -0.56
65 H 0.24
66 H 0.41
67 H 0.34
68 H 0.11
69 H 0.36
70 H 0.34
71 H 0.34
72 H 0.44
73 C -0.63
74 O -0.58
75 H 0.30
76 H 0.26
77 H 0.19
78 H 0.29
79 C -0.81
80 O -0.43
81 H 0.38
82 H 0.32
83 H 0.26
84 H 0.35
85 C -0.47
86 O 0.11
87 H 0.37
88 H -0.36
89 H 0.46
90 H 0.02

---

No. 3
This record from the Open Molecules 2025 dataset describes C25H17Co2NO8 as an isolated structure in a non-equilibrium geometry. The level of theory is ωB97M-V/def2-TZVPD.

CARTESIAN COORDINATES (ANGSTROEM)
C 3.724 4.247 2.584
C 3.140 2.976 2.630
C 2.640 2.406 1.457
C 2.633 3.135 0.263
C 2.024 2.528 -0.981
C 3.002 1.530 -1.619
C 2.582 0.861 -2.926
O 2.606 -0.542 -2.650
C 2.963 -0.769 -1.319
O 2.964 -1.912 -0.886
N 3.195 0.430 -0.718
C 3.242 4.396 0.219
C 3.791 4.950 1.376
H 4.140 4.686 3.489
H 3.078 2.415 3.565
H 2.266 1.381 1.445
H 1.117 1.975 -0.684
H 1.767 3.304 -1.712
H 3.950 2.071 -1.842
H 1.578 1.175 -3.257
H 3.317 1.065 -3.717
H 3.281 4.926 -0.735
H 4.270 5.930 1.331
O -5.730 -0.753 0.856
C -4.705 -0.611 0.336
Co -3.212 -0.412 -0.545
C -3.381 -1.460 -1.943
O -3.466 -2.225 -2.803
C -3.193 1.181 -1.318
O -3.207 2.168 -1.922
C -2.000 -1.578 0.494
C -2.243 -2.991 0.460
C -3.480 -3.608 0.766
C -3.741 -4.883 0.265
C -2.751 -5.575 -0.449
C -1.480 -5.017 -0.616
C -1.209 -3.755 -0.101
C -0.837 -0.834 0.077
C -0.005 -0.786 -0.983
Co -1.646 -0.159 1.478
C -2.878 -0.257 2.762
O -3.552 -0.188 3.700
C -1.600 1.607 1.047
O -1.450 2.757 1.035
C -0.140 -0.240 2.417
O 0.860 -0.242 3.004
H -4.230 -3.078 1.356
H -4.722 -5.345 0.423
H -2.967 -6.567 -0.856
H -0.693 -5.548 -1.154
H -0.222 -3.308 -0.206
H 0.648 0.081 -1.111
H -0.039 -1.540 -1.786

Total charge: -2
HOMO-LUMO gap (eV): 6.01
Calculated total energy (eV): -119322.830

How positive or negative is each atom? The natural (NBO) charges in e answer that:
1 C -0.25
2 C -0.24
3 C -0.12
4 C -0.01
5 C -0.42
6 C -0.07
7 C -0.08
8 O -0.57
9 C 0.84
10 O -0.72
11 N -0.76
12 C -0.22
13 C -0.24
14 H 0.19
15 H 0.20
16 H 0.24
17 H 0.22
18 H 0.19
19 H 0.14
20 H 0.16
21 H 0.15
22 H 0.19
23 H 0.19
24 O -0.60
25 C 0.44
26 Co -0.05
27 C 0.53
28 O -0.57
29 C 0.48
30 O -0.57
31 C -0.34
32 C 0.02
33 C -0.22
34 C -0.23
35 C -0.26
36 C -0.20
37 C -0.24
38 C -0.14
39 C -0.48
40 Co -0.14
41 C 0.59
42 O -0.55
43 C 0.54
44 O -0.54
45 C 0.62
46 O -0.52
47 H 0.21
48 H 0.19
49 H 0.19
50 H 0.20
51 H 0.24
52 H 0.19
53 H 0.20

---

No. 4
This record from the Open Molecules 2025 dataset describes a 2-piece molecular cluster, C9H14 overall in a non-equilibrium geometry. The level of theory is ωB97M-V/def2-TZVPD.

CARTESIAN COORDINATES (ANGSTROEM)
C -1.393 0.147 3.767
C -1.399 1.572 3.130
H -1.883 -0.695 3.250
H -0.314 -0.097 3.927
H -1.791 0.208 4.728
H -2.313 1.804 2.717
H -0.690 1.876 2.433
H -1.109 2.347 3.796
C -0.837 -0.762 -3.165
C 1.474 0.118 0.279
C 0.493 -0.822 0.371
C 1.752 0.630 -0.926
C -0.171 -1.168 -0.770
C 1.003 0.485 -2.042
C 0.086 -0.541 -2.087
H 2.217 0.193 1.093
H 0.399 -1.428 1.354
H 2.843 1.105 -0.778
H -1.009 -1.927 -0.717
H 1.233 1.148 -2.843
H -0.544 -0.437 -4.159
H -1.819 -0.277 -2.901
H -1.262 -1.781 -3.248

Energy relative to the best compared isomer or geometry (same formula, charge and spin) (kcal per mole): 48.6
Total charge: 0
HOMO-LUMO gap (eV): 9.83
Calculated total energy (eV): -9558.074

How positive or negative is each atom? The natural (NBO) charges in e answer that:
1 C -0.61
2 C -0.62
3 H 0.21
4 H 0.20
5 H 0.20
6 H 0.20
7 H 0.21
8 H 0.20
9 C -0.64
10 C -0.24
11 C -0.21
12 C -0.19
13 C -0.21
14 C -0.23
15 C -0.01
16 H 0.21
17 H 0.22
18 H 0.21
19 H 0.21
20 H 0.21
21 H 0.22
22 H 0.23
23 H 0.23